This record from OMol25 describes 2 unconnected molecules or ions with the total composition CHN3OS. The level of theory is the ωB97M-V functional and the def2-TZVPD basis.

The value obtained for the energy above the lowest of the compared OMol25 structures with the same formula, charge and spin is 42.3 kcal per mole. Its total charge is 0. The value obtained for the LUMO energy is 0.555 eV. Its total energy is -676.346643 Ha. For the orbital gap, the calculation gives 10.76 eV. For the HOMO energy, the calculation gives -10.2 eV.

Positions of all 7 atoms, in Å:
1 C 1.95550 1.50625 0.17483
2 N -2.00216 -1.04030 -0.18586
3 N -3.04029 -0.82762 -0.60910
4 N -0.80236 -1.21329 -0.09404
5 O 1.80435 1.56986 1.32542
6 S 2.31815 1.38539 -1.31487
7 H -0.23319 -1.38028 0.70362

Atoms 1-6, force components in eV/Å:
0.34 -0.01 1.92
-1.52 0.53 -0.95
1.63 -0.51 1.36
0.59 0.08 -1.59
-0.31 0.02 -0.84
-0.05 -0.02 -1.10